# H12O6V

A structure of composition H12O6V at a distorted geometry (wB97M-V/def2-TZVPD, the OMol25 dataset).

Geometry (Å):
V1 0.010 -0.107 0.100
O1 1.621 1.183 -0.573
O2 -1.169 1.745 -0.106
O3 0.187 0.454 2.206
O4 -1.789 -1.132 0.501
O5 -0.391 -0.474 -1.984
O6 1.489 -1.715 -0.057
H1 2.576 1.071 -0.601
H2 -0.175 1.142 2.769
H3 -2.386 -1.140 -0.215
H4 1.450 1.833 -1.202
H5 2.048 -1.681 -0.833
H6 0.500 -0.129 2.889
H7 -1.014 2.654 0.255
H8 -2.163 -1.651 1.242
H9 1.994 -2.125 0.672
H10 -0.844 -1.310 -2.152
H11 -2.111 1.630 -0.198
H12 0.172 -0.245 -2.707

Its spin multiplicity is 4. Its strongest force on any atom is 2.8 eV Å⁻¹. The total energy comes out at -1402.14305 a.u. The molar mass is 159.0 g mol⁻¹. Its total charge is +2. The calculation puts the orbital gap (alpha / beta) at 9.47 / 13.51 eV. The value obtained for the energy relative to the best compared isomer or geometry (same formula, charge and spin) is 3.9 kJ/mol.

Löwdin population analysis, charges in e, atoms 1 to 5: atom 1 (V): 0.919, atom 2 (O): -0.008, atom 3 (O): -0.041, atom 4 (O): -0.026, atom 5 (O): -0.024